Entry 1:
Density functional theory data (ωB97M-V/def2-TZVPD) for a 13-piece molecular cluster, C54H107O44P5 overall at a distorted geometry.

Geometry as ORCA input:
```
! wB97M-V def2-TZVPD RIJCOSX def2/J DEFGRID3
* xyz 0 1
C -0.922 5.240 5.055
C 0.201 5.519 4.063
O -0.075 6.860 3.696
C -1.270 7.215 4.119
O -1.885 8.228 3.812
O -1.857 6.215 4.831
H -0.714 5.450 6.104
H -1.378 4.277 4.825
H 0.226 4.955 3.130
H 1.075 5.555 4.712
C -5.000 -4.716 -0.768
C -5.908 -4.864 -2.029
O -5.403 -4.005 -2.983
C -4.445 -3.253 -2.312
O -3.910 -2.324 -2.853
O -4.140 -3.728 -1.173
H -4.561 -5.714 -0.757
H -5.556 -4.396 0.113
H -6.854 -4.415 -1.726
H -5.994 -5.782 -2.610
C -3.634 -0.943 -7.497
C -3.275 -1.661 -6.266
O -1.974 -2.138 -6.714
C -1.662 -1.937 -7.936
O -0.547 -2.281 -8.451
O -2.535 -1.065 -8.362
H -3.843 0.127 -7.462
H -4.528 -1.379 -7.944
H -4.054 -2.377 -6.005
H -3.141 -0.855 -5.545
C -1.768 8.876 -1.406
C -0.838 7.759 -0.931
O -0.428 7.230 -2.170
C -1.441 7.261 -2.954
O -1.459 6.612 -4.033
O -2.178 8.303 -2.589
H -1.167 9.739 -1.694
H -2.670 9.047 -0.818
H -1.390 6.995 -0.382
H 0.057 8.073 -0.394
C 0.623 2.232 -5.810
C 1.583 2.699 -4.783
O 1.323 4.095 -4.770
C 0.681 4.524 -5.759
O 0.526 5.717 -6.130
O 0.105 3.442 -6.309
H -0.076 1.566 -5.303
H 1.188 1.825 -6.648
H 2.544 2.261 -5.056
H 1.280 2.259 -3.833
C 4.324 2.002 3.107
C 2.891 2.343 3.604
O 3.182 3.331 4.548
C 4.518 3.771 4.426
O 4.999 4.640 5.135
O 5.001 3.191 3.298
H 4.262 1.723 2.055
H 4.653 1.129 3.671
H 2.391 1.445 3.969
H 2.144 2.896 3.036
C 2.217 -2.912 2.942
C 0.985 -2.047 3.333
O 1.428 -1.120 4.251
C 2.664 -1.484 4.647
O 3.326 -0.895 5.461
O 2.983 -2.668 4.097
H 2.837 -2.452 2.173
H 2.025 -3.970 2.766
H 0.346 -2.804 3.787
H 0.693 -1.668 2.354
C -4.445 0.189 4.870
C -3.064 -0.219 5.064
O -2.234 0.611 4.287
C -3.016 1.463 3.682
O -2.675 2.115 2.697
O -4.261 1.295 4.056
H -4.927 0.399 5.825
H -5.012 -0.600 4.377
H -2.892 -1.282 4.891
H -2.616 -0.090 6.050
C -2.475 -1.437 1.583
C -1.531 -2.370 0.819
O -1.535 -3.556 1.601
P -0.824 -4.928 1.040
O 0.473 -4.616 0.354
O -1.964 -5.565 0.048
C -1.512 -6.711 -0.619
C -1.935 -6.640 -2.060
O -0.720 -5.868 2.406
C 0.466 -6.567 2.898
C 1.129 -7.749 2.145
H -3.521 -1.709 1.439
H -2.264 -1.341 2.648
H -2.291 -0.477 1.101
H -2.043 -2.819 -0.031
H -0.540 -1.962 0.618
H -0.493 -7.022 -0.389
H -2.019 -7.552 -0.145
H -2.914 -6.370 -2.455
H -1.209 -5.951 -2.491
H -1.692 -7.635 -2.433
H 1.140 -5.826 3.329
H 0.153 -6.995 3.850
H 1.974 -8.146 2.708
H 0.310 -8.456 2.017
H 1.397 -7.412 1.143
C -5.202 3.759 2.158
C -5.494 4.185 3.635
O -6.843 4.385 3.989
P -7.731 5.421 3.152
O -8.194 4.956 1.857
O -8.913 5.746 4.282
C -9.979 6.632 4.187
C -9.702 7.807 5.068
O -6.892 6.807 3.319
C -6.910 7.773 2.286
C -5.447 8.283 2.239
H -4.127 3.780 1.976
H -5.583 2.754 1.979
H -5.763 4.389 1.467
H -5.145 3.396 4.302
H -4.876 5.028 3.946
H -10.108 6.869 3.131
H -10.872 6.042 4.395
H -9.685 8.795 4.608
H -10.478 7.794 5.833
H -8.875 7.525 5.719
H -7.207 7.193 1.413
H -7.738 8.422 2.572
H -5.185 8.948 1.416
H -5.122 8.784 3.151
H -4.822 7.393 2.163
C 2.717 -1.426 -8.805
C 2.613 -1.944 -7.334
O 3.834 -1.575 -6.824
P 4.042 -0.551 -5.595
O 3.081 -0.789 -4.431
O 5.613 -0.777 -5.179
C 5.967 -1.370 -3.960
C 7.445 -0.845 -3.596
O 3.843 0.877 -6.367
C 4.700 1.445 -7.321
C 6.061 1.895 -6.861
H 2.841 -0.352 -8.946
H 3.640 -1.804 -9.243
H 2.083 -1.736 -9.636
H 1.752 -1.484 -6.848
H 2.448 -3.018 -7.251
H 5.293 -0.980 -3.198
H 6.044 -2.457 -3.962
H 7.396 0.228 -3.406
H 7.859 -1.311 -2.702
H 8.065 -0.893 -4.491
H 4.728 0.690 -8.106
H 4.282 2.343 -7.775
H 6.375 1.492 -5.898
H 6.653 1.501 -7.687
H 6.062 2.985 -6.853
C 4.217 -5.895 6.456
C 3.561 -5.966 5.114
O 4.465 -5.439 4.187
P 4.987 -6.294 2.907
O 4.294 -7.543 2.553
O 5.133 -5.074 1.805
C 4.299 -5.136 0.724
C 5.231 -5.091 -0.516
O 6.557 -6.510 3.298
C 7.364 -7.272 2.462
C 8.577 -7.996 3.168
H 3.531 -6.301 7.199
H 5.155 -6.449 6.449
H 4.456 -4.845 6.628
H 3.354 -7.008 4.867
H 2.543 -5.616 4.944
H 3.609 -5.974 0.631
H 3.706 -4.222 0.701
H 5.857 -5.971 -0.667
H 4.678 -5.113 -1.455
H 5.917 -4.246 -0.452
H 6.945 -8.100 1.890
H 7.616 -6.584 1.655
H 8.180 -8.709 3.891
H 9.179 -8.489 2.405
H 9.243 -7.330 3.716
C -1.441 0.579 -2.854
C -1.127 0.232 -1.465
O 0.290 0.484 -1.479
P 0.998 1.132 -0.159
O 0.353 0.705 1.107
O 0.999 2.758 -0.471
C -0.147 3.531 -0.658
C -0.862 3.572 0.677
O 2.641 0.855 -0.259
C 3.268 -0.402 0.044
C 2.710 -1.677 -0.787
H -1.949 1.542 -2.896
H -0.554 0.465 -3.478
H -2.033 -0.156 -3.399
H -1.618 0.769 -0.653
H -1.165 -0.857 -1.433
H 0.016 4.585 -0.882
H -0.903 3.109 -1.321
H -1.567 2.742 0.630
H -0.179 3.270 1.471
H -1.451 4.477 0.824
H 4.323 -0.258 -0.191
H 3.293 -0.464 1.132
H 1.665 -1.743 -0.483
H 2.705 -1.502 -1.862
H 3.310 -2.559 -0.563
*
```

HOMO-LUMO gap: 9.75 eV
Calculated total energy: -194270.6657 eV
ΔE to the lowest compared entry with this formula, charge and spin: 5.956 eV
Highest occupied orbital energy: -9.793 eV
M: 1615.28 g mol⁻¹
Lowest unoccupied orbital energy: -0.042 eV

***

Entry 2:
Density functional theory data (ωB97M-V/def2-TZVPD) for a 6-piece molecular cluster, C54H114N6O6 overall at a distorted geometry.

Geometry as ORCA input:
```
! wB97M-V def2-TZVPD RIJCOSX def2/J DEFGRID3
* xyz 0 1
C 6.072 -0.978 32.379
C 7.055 -0.508 33.468
C 6.401 0.577 34.321
C 5.426 0.088 35.394
C 6.029 -1.069 36.191
C 6.609 -2.184 35.338
N 7.516 -1.583 34.372
O 8.248 -2.615 33.706
C 7.347 -3.135 36.271
C 5.390 -2.893 34.685
C 8.318 0.108 32.805
H 5.050 -1.210 32.703
H 6.331 -1.990 32.045
H 5.889 -0.363 31.497
H 7.140 1.186 34.843
H 5.855 1.188 33.599
H 4.398 -0.126 35.092
H 5.249 0.894 36.114
H 5.416 -1.499 36.986
H 6.852 -0.627 36.771
H 8.279 -2.868 36.760
H 6.672 -3.659 36.956
H 7.584 -4.041 35.693
H 5.171 -3.792 35.280
H 4.439 -2.366 34.766
H 5.460 -3.287 33.673
H 8.975 -0.712 32.512
H 8.830 0.698 33.564
H 8.146 0.688 31.902
H 9.104 -2.191 33.589
C 4.522 -5.449 39.076
C 3.808 -5.090 40.398
C 2.673 -6.075 40.654
C 3.179 -7.416 41.180
C 4.053 -7.141 42.411
C 5.151 -6.076 42.300
N 4.623 -4.913 41.602
O 5.659 -3.937 41.412
C 5.509 -5.745 43.759
C 6.365 -6.767 41.625
C 3.114 -3.710 40.206
H 4.193 -4.807 38.253
H 4.532 -6.506 38.806
H 5.580 -5.182 38.929
H 2.059 -5.743 41.495
H 2.074 -6.311 39.773
H 3.704 -8.065 40.464
H 2.415 -8.161 41.432
H 4.497 -8.116 42.632
H 3.353 -6.894 43.216
H 6.353 -5.040 43.769
H 4.652 -5.224 44.184
H 5.949 -6.589 44.284
H 6.070 -7.279 40.703
H 7.050 -5.954 41.390
H 6.743 -7.599 42.217
H 3.840 -2.903 40.263
H 2.302 -3.698 40.932
H 2.603 -3.628 39.243
H 5.588 -3.479 42.259
C 10.705 -7.120 37.940
C 11.173 -5.746 38.404
C 10.010 -4.758 38.103
C 8.883 -4.768 39.121
C 9.466 -4.397 40.489
C 10.555 -5.395 40.952
N 11.447 -5.675 39.842
O 12.704 -6.237 40.182
C 11.324 -4.649 42.051
C 9.918 -6.622 41.599
C 12.393 -5.257 37.600
H 11.013 -7.214 36.892
H 9.643 -7.361 37.941
H 11.262 -7.901 38.465
H 10.407 -3.744 37.983
H 9.601 -5.041 37.128
H 8.671 -5.840 39.234
H 8.044 -4.168 38.786
H 8.604 -4.374 41.160
H 9.833 -3.373 40.369
H 11.665 -3.663 41.720
H 10.735 -4.389 42.934
H 12.178 -5.218 42.426
H 9.246 -6.235 42.370
H 9.244 -7.164 40.935
H 10.751 -7.160 42.050
H 12.998 -6.147 37.406
H 12.956 -4.523 38.169
H 12.135 -4.885 36.610
H 13.189 -5.490 40.558
C 4.455 4.289 42.621
C 4.075 3.393 41.428
C 5.308 3.119 40.514
C 6.237 2.059 41.114
C 5.399 0.821 41.406
C 4.247 1.043 42.426
N 3.486 2.140 41.898
O 2.276 2.405 42.601
C 3.420 -0.251 42.373
C 4.865 1.225 43.815
C 3.060 4.143 40.570
H 4.927 5.236 42.341
H 5.122 3.925 43.405
H 3.499 4.517 43.099
H 4.982 2.684 39.567
H 5.753 4.098 40.341
H 6.852 2.344 41.975
H 7.077 1.811 40.454
H 6.097 0.091 41.835
H 5.039 0.298 40.518
H 3.032 -0.433 41.369
H 3.886 -1.184 42.690
H 2.580 -0.092 43.057
H 4.319 1.875 44.496
H 5.217 0.279 44.236
H 5.849 1.709 43.749
H 2.263 3.521 40.165
H 3.550 4.690 39.762
H 2.542 4.919 41.140
H 1.724 1.649 42.371
C 5.186 -10.424 39.523
C 5.317 -11.963 39.575
C 5.239 -12.480 38.142
C 5.557 -13.972 38.081
C 7.028 -14.135 38.430
C 7.420 -13.492 39.785
N 6.667 -12.256 40.086
O 6.892 -11.756 41.389
C 7.096 -14.555 40.872
C 8.894 -13.165 39.807
C 4.244 -12.509 40.506
H 4.967 -9.970 40.489
H 4.430 -10.094 38.806
H 6.111 -9.990 39.132
H 4.191 -12.422 37.825
H 5.805 -11.821 37.485
H 5.295 -14.292 37.069
H 4.870 -14.517 38.728
H 7.690 -13.799 37.628
H 7.246 -15.199 38.542
H 7.433 -15.581 40.669
H 7.629 -14.333 41.797
H 6.026 -14.739 40.964
H 9.239 -12.819 40.781
H 9.499 -13.951 39.358
H 9.025 -12.281 39.169
H 4.262 -13.600 40.572
H 3.230 -12.291 40.158
H 4.349 -12.158 41.533
H 7.537 -11.059 41.218
C 1.164 -11.155 38.454
C 0.213 -10.712 37.300
C -0.898 -9.818 37.888
C -0.397 -8.459 38.323
C 0.191 -7.775 37.090
C 1.341 -8.563 36.445
N 0.957 -9.994 36.279
O 2.096 -10.705 35.846
C 1.509 -7.999 35.037
C 2.648 -8.279 37.199
C -0.482 -11.968 36.785
H 0.663 -11.503 39.356
H 1.896 -10.388 38.702
H 1.773 -11.966 38.048
H -1.805 -9.674 37.300
H -1.226 -10.303 38.815
H 0.350 -8.432 39.118
H -1.267 -7.874 38.633
H 0.562 -6.797 37.412
H -0.548 -7.564 36.312
H 2.293 -8.463 34.440
H 0.600 -8.104 34.435
H 1.632 -6.912 35.056
H 2.941 -7.231 37.241
H 2.737 -8.720 38.192
H 3.459 -8.760 36.640
H -0.979 -11.747 35.834
H -1.139 -12.459 37.495
H 0.267 -12.680 36.413
H 1.846 -11.148 35.027
*
```

HOMO-LUMO gap: 8.19 eV
Calculated total energy: -79062.9324 eV
ΔE to the lowest compared entry with this formula, charge and spin: 4.293 eV
Highest occupied orbital energy: -7.771 eV
M: 943.54 g mol⁻¹
Lowest unoccupied orbital energy: 0.424 eV

***

The lowest calculated total energy belongs to which entry?
C54H107O44P5